(1)
{
  "formula": "C3H8NS2",
  "method": "ωB97M-V with the def2-TZVPD basis set",
  "spin_multiplicity": 1,
  "e_above_lowest_kcal_mol": 49.22,
  "charge": 1,
  "homo_energy_ev": -12.30,
  "symbols": ["C", "C", "C", "N", "S", "S", "H", "H", "H", "H", "H", "H", "H", "H"],
  "positions_angstrom": [[0.61, 0.88, -2.18], [-1.83, -0.02, 2.08], [-0.87, -0.67, 1.48], [1.84, 0.72, -2.08], [-0.86, -0.77, -0.30], [0.67, -1.31, 2.23], [0.14, 0.48, -3.05], [0.04, 1.63, -1.62], [-2.77, 0.31, 1.53], [-1.83, -0.01, 3.09], [2.46, 0.17, -2.76], [2.39, 1.32, -1.42], [-0.65, -2.17, -0.22], [0.66, -0.54, 3.21]],
  "nbo_charge": [0.142, -0.383, -0.295, -0.603, -0.039, 0.047, 0.229, 0.249, 0.234, 0.216, 0.458, 0.444, 0.180, 0.120]
}

(2)
{
  "formula": "C3H8O",
  "method": "ωB97M-V with the def2-TZVPD basis set",
  "spin_multiplicity": 1,
  "e_above_lowest_kcal_mol": 32.34,
  "homo_energy_ev": -9.91,
  "symbols": ["C", "H", "H", "H", "H", "O", "C", "C", "H", "H", "H", "H"],
  "positions_angstrom": [[-2.54, 3.37, 0.36], [-2.71, 3.71, -0.65], [-3.25, 3.43, 1.08], [-1.74, 3.85, 0.93], [-2.55, 2.33, 0.15], [1.12, -1.09, -1.30], [2.01, -1.65, -0.70], [1.70, -2.96, 0.04], [2.90, -1.16, -0.47], [0.96, -3.47, -0.49], [1.52, -2.81, 1.16], [2.57, -3.56, -0.10]],
  "nbo_charge": [-0.867, 0.219, 0.211, 0.218, 0.219, -0.511, 0.436, -0.717, 0.109, 0.230, 0.239, 0.213]
}

Copy entry 2 word for word.
{
  "formula": "C3H8O",
  "method": "ωB97M-V with the def2-TZVPD basis set",
  "spin_multiplicity": 1,
  "e_above_lowest_kcal_mol": 32.34,
  "homo_energy_ev": -9.91,
  "symbols": ["C", "H", "H", "H", "H", "O", "C", "C", "H", "H", "H", "H"],
  "positions_angstrom": [[-2.54, 3.37, 0.36], [-2.71, 3.71, -0.65], [-3.25, 3.43, 1.08], [-1.74, 3.85, 0.93], [-2.55, 2.33, 0.15], [1.12, -1.09, -1.30], [2.01, -1.65, -0.70], [1.70, -2.96, 0.04], [2.90, -1.16, -0.47], [0.96, -3.47, -0.49], [1.52, -2.81, 1.16], [2.57, -3.56, -0.10]],
  "nbo_charge": [-0.867, 0.219, 0.211, 0.218, 0.219, -0.511, 0.436, -0.717, 0.109, 0.230, 0.239, 0.213]
}